This record from OMol25 describes 12 unconnected molecules or ions with the total composition C34H73N5O26. The level of theory is ωB97M-V/def2-TZVPD.

Output
SMILES ... COC(=O)OC.COC(=O)OC.COC(=O)OC.COC(=O)OC.COC(=O)OC.COC(=O)OC.COC(=O)OC.CNC(C)=O.CNC(C)=O.CNC(C)=O.CC(N)=O.CC(N)=O
Total energy ... -97124.134 eV

Last column: Mulliken charge in e.
CARTESIAN COORDINATES (ANGSTROEM)
C 5.06473 -0.79822 -4.78119  -0.66
O 5.01457 -1.42516 -3.51922  -0.30
C 4.78841 -0.70152 -2.41994  0.74
O 4.86773 0.53060 -2.38617  -0.57
O 4.81056 -1.51660 -1.36807  -0.40
C 4.01671 -1.30117 -0.22009  0.23
H 4.60184 0.18596 -4.70892  0.29
H 4.49643 -1.42036 -5.47262  0.23
H 6.03376 -0.64717 -5.25688  0.29
H 3.03563 -0.98888 -0.57793  -0.46
H 4.25594 -0.46808 0.44085  0.05
H 4.02525 -2.17945 0.42540  0.47
C 5.75402 0.28687 8.00185  -0.66
O 5.25830 -0.35922 6.88714  -0.36
C 4.79718 0.38231 5.85882  0.68
O 4.79605 1.57183 5.74407  -0.60
O 4.48234 -0.46304 4.86249  -0.39
C 3.97390 -0.04158 3.65018  0.13
H 5.63938 -0.35126 8.87807  0.21
H 5.15171 1.18385 8.14585  0.33
H 6.79860 0.50206 7.77680  0.27
H 3.86481 -0.97662 3.10074  0.05
H 4.76885 0.55127 3.19776  0.42
H 3.02621 0.49237 3.72005  -0.12
C 1.08581 0.23109 -7.14328  -0.51
O 0.11429 0.61838 -6.23355  -0.39
C 0.46226 0.98640 -4.94013  0.73
O 1.59523 0.96013 -4.40276  -0.51
O -0.56923 1.49659 -4.27208  0.02
C -1.70262 2.05251 -4.92911  -0.86
H 0.70055 0.12987 -8.15789  0.22
H 1.40293 -0.72776 -6.73323  0.16
H 1.92666 0.91945 -7.22837  0.29
H -1.36339 2.58873 -5.81538  0.32
H -2.37506 2.52591 -4.21369  0.20
H -2.05077 1.06947 -5.24616  0.37
C -2.08580 4.26454 4.75362  -0.70
O -2.45163 3.04110 5.38813  -0.37
C -1.97515 1.87895 4.83045  0.61
O -1.02446 1.82605 4.04427  -0.39
O -2.81536 0.83120 5.18330  -0.37
C -2.63940 -0.41458 4.52635  -0.32
H -2.29612 5.22297 5.22826  0.37
H -2.15588 4.45368 3.68244  0.25
H -1.00045 4.33719 4.82315  0.27
H -2.47320 -0.22026 3.46677  0.00
H -3.61209 -0.85999 4.73509  0.30
H -1.83322 -0.95233 5.02535  0.30
C -0.16869 -2.08635 -2.96088  -0.23
O 0.21921 -3.43090 -3.23723  -0.32
C 1.30019 -3.69239 -3.89475  0.76
O 1.77749 -2.97320 -4.74103  -0.59
O 1.56788 -4.97866 -3.61195  -0.28
C 2.77765 -5.43757 -4.26764  -0.69
H 0.45565 -1.55369 -2.24355  0.15
H -1.17691 -1.89327 -2.59437  -0.01
H -0.16382 -1.49850 -3.87876  0.25
H 2.98207 -6.48987 -4.07021  0.27
H 3.70199 -4.97993 -3.91513  0.28
H 2.74117 -5.21666 -5.33440  0.29
C -3.34503 -2.47183 -0.07249  -0.11
O -2.74216 -3.73896 -0.22859  -0.25
C -3.17951 -4.61145 -1.05439  0.83
O -4.00568 -4.37220 -1.90056  -0.62
O -2.57809 -5.80884 -0.86137  -0.28
C -3.20471 -6.93528 -1.46311  -0.75
H -4.34743 -2.53838 0.35043  0.44
H -3.33723 -1.92111 -1.01311  -0.01
H -2.67364 -1.86982 0.53982  -0.17
H -4.25641 -6.84775 -1.73582  0.33
H -3.03136 -7.69955 -0.70553  0.27
H -2.55496 -7.32750 -2.24546  0.28
C 1.98421 1.44778 -1.45311  -0.58
O 2.62453 1.24546 -0.17980  1.00
C 3.55626 2.12788 0.36788  0.25
O 4.17008 1.94653 1.39556  -0.61
O 3.77447 3.09880 -0.38999  -0.24
C 4.32752 4.31643 0.14590  -0.81
H 2.46934 0.73406 -2.11896  0.00
H 2.16830 2.42049 -1.90922  0.31
H 0.94696 1.12053 -1.38154  -0.16
H 3.61723 5.07305 0.47924  0.30
H 4.98289 4.75941 -0.60400  0.30
H 4.88336 4.15746 1.06995  0.34
C 1.21427 -3.58605 0.53033  0.17
N 1.57129 -4.31986 1.74048  -0.12
C 1.62390 -3.76348 2.97320  0.73
C 2.08088 -4.79209 3.96702  -1.34
O 1.33466 -2.61335 3.21314  -0.57
H 0.85668 -4.30617 -0.20565  0.37
H 2.13846 -3.12416 0.18300  -0.17
H 0.63220 -2.71691 0.83676  -0.25
H 1.86547 -5.28431 1.68231  0.23
H 3.15799 -4.95583 3.93332  0.28
H 1.52614 -5.68859 3.69015  0.40
H 1.76353 -4.49296 4.96597  0.33
C -4.89951 -0.05832 -2.55434  -0.56
N -5.44941 1.04428 -3.26453  -0.07
C -6.56870 1.77498 -2.94361  0.64
C -6.89779 2.90957 -3.95028  -1.20
O -7.18345 1.88123 -1.93302  -0.53
H -3.88655 0.02873 -2.16136  -0.13
H -4.96916 -0.94928 -3.17838  0.41
H -5.54131 -0.12700 -1.67600  0.28
H -5.00461 1.34803 -4.11892  0.20
H -6.58078 3.86848 -3.54028  0.27
H -7.97769 2.97004 -4.08540  0.35
H -6.44121 2.84818 -4.93814  0.33
C 0.01403 -0.03205 1.71053  -0.91
N -0.76713 1.06009 1.12357  1.24
C -1.39283 0.99064 -0.13252  0.32
C -2.10258 2.18656 -0.65647  -1.25
O -1.30739 -0.01946 -0.91432  0.10
H 1.08376 -0.08347 1.50776  0.06
H -0.51267 -0.98097 1.60929  0.11
H -0.05776 0.02655 2.79658  0.31
H -0.90089 1.87027 1.71163  -0.31
H -3.11637 2.15297 -1.05546  0.17
H -1.62986 2.40004 -1.61515  -0.09
H -2.02854 2.96465 0.10326  0.38
C 1.12364 4.11355 2.19590  0.61
C 2.03171 3.96850 3.40174  0.71
N 2.67216 2.88675 3.60749  0.35
O 2.15795 4.95877 4.12110  -0.75
H 0.75416 5.11114 1.95839  0.38
H 0.31397 3.40074 2.35221  -0.63
H 1.79780 3.91637 1.36240  -0.32
H 3.24642 2.74937 4.42691  -0.01
H 2.79768 2.22211 2.85742  -0.33
C -4.99441 2.60407 1.43179  -0.17
C -6.38109 3.24300 1.68844  0.33
N -7.43068 2.84472 0.95951  -0.35
O -6.40077 4.40450 2.17443  -0.66
H -4.69093 2.41060 2.46065  0.03
H -4.25119 3.27264 0.99735  0.20
H -5.14118 1.63006 0.96503  0.18
H -8.19136 3.43746 0.65931  0.23
H -7.50998 2.01209 0.39334  0.22

---

This record from OMol25 describes a molecular structure, C34H74Cl30INOSi2. The level of theory is ωB97M-V/def2-TZVPD.

Output
Total energy ... -439532.658 eV

Last column: Mulliken charge in e.
CARTESIAN COORDINATES (ANGSTROEM)
C 2.11313 0.33426 1.96195  -0.94
Si 2.28123 1.48309 3.42896  0.14
C 3.75716 2.61100 3.29394  -0.62
C 3.36461 4.05320 2.92854  0.59
C 4.38042 4.71909 2.00053  -0.59
N 4.66951 3.91606 0.82300  -0.44
O 2.44456 0.53129 4.82487  0.09
Si 3.63912 -0.56027 4.97246  0.32
I 4.51774 -0.28722 7.24989  -0.21
H 1.83775 -0.65563 2.31666  0.07
H 1.37392 0.69815 1.25426  0.35
H 3.08337 0.25598 1.47241  0.42
H 1.03461 2.25753 3.63277  -0.22
H 4.42262 2.20371 2.53275  0.67
H 4.30752 2.61707 4.23784  0.36
H 2.36120 4.10761 2.49694  0.03
H 3.35195 4.63477 3.84762  -0.65
H 4.03738 5.72952 1.74708  0.30
H 5.29972 4.85555 2.56977  0.35
H 5.59318 4.07529 0.45957  0.20
H 3.97439 4.02023 0.10153  0.13
H 4.75181 -0.33646 4.03404  -0.13
H 3.13450 -1.93202 4.80913  -0.15
Cl 6.74610 7.50597 2.80683  -0.18
C 5.66816 8.75451 3.48301  -0.46
C 5.24809 8.44812 4.89765  -0.51
Cl 4.16508 7.03447 4.97639  -0.12
H 4.80360 8.83245 2.82905  0.29
H 6.21588 9.69466 3.45651  0.35
H 4.69679 9.29468 5.30288  0.31
H 6.10463 8.24883 5.53566  0.31
Cl 2.52817 5.16343 -1.83671  -0.29
C 1.30995 6.24740 -1.10215  -0.35
C 1.01015 5.87227 0.32462  0.03
Cl 0.16825 4.30448 0.44891  -0.19
H 0.41932 6.20836 -1.72246  0.39
H 1.71783 7.25319 -1.14222  0.18
H 0.35746 6.62497 0.76327  0.40
H 1.91879 5.80362 0.91788  -0.22
Cl 0.18618 -2.54248 1.07062  -0.14
C -0.23178 -2.93530 -0.62163  -0.32
C 0.98567 -3.07148 -1.49195  -0.41
Cl 1.82488 -1.51125 -1.72666  -0.19
H -0.89403 -2.15473 -0.98364  0.32
H -0.77774 -3.87527 -0.60735  0.16
H 0.68241 -3.42667 -2.47487  0.19
H 1.70173 -3.76954 -1.06649  0.36
Cl -0.76727 -6.15146 -2.60658  -0.19
C -2.47906 -6.25032 -3.11091  -0.54
C -2.94609 -4.98223 -3.77411  0.02
Cl -3.03777 -3.62405 -2.62225  -0.14
H -3.06791 -6.48228 -2.22762  0.34
H -2.55257 -7.07701 -3.81484  0.36
H -3.94684 -5.12680 -4.17754  0.36
H -2.28390 -4.68709 -4.58136  -0.19
Cl -3.15300 -2.36010 -6.14704  -0.17
C -1.86280 -2.17397 -7.36948  -0.54
C -1.34818 -3.48743 -7.89231  -0.19
Cl -0.43287 -4.39632 -6.65361  -0.20
H -1.06441 -1.59584 -6.91163  0.40
H -2.29045 -1.60156 -8.19064  0.31
H -0.66307 -3.30096 -8.71719  0.35
H -2.15540 -4.12186 -8.24220  0.02
Cl 0.46547 7.20792 -5.69409  -0.21
C 1.35729 5.73520 -6.18210  -0.40
C 2.71912 5.67042 -5.54568  0.23
Cl 3.81870 6.92353 -6.17607  -0.18
H 1.42164 5.73124 -7.26604  0.32
H 0.76353 4.88246 -5.85944  0.27
H 3.17329 4.70586 -5.76582  0.04
H 2.65381 5.79202 -4.46891  -0.07
Cl 1.02460 -4.32646 11.01100  -0.15
C 2.33042 -3.33097 10.30925  -0.50
C 2.16151 -3.14163 8.82596  0.07
Cl 2.39074 -4.66203 7.92405  -0.18
H 3.27249 -3.81958 10.54163  0.35
H 2.30015 -2.36359 10.80728  0.32
H 2.90622 -2.43641 8.45986  -0.25
H 1.17051 -2.76315 8.58798  0.33
Cl -4.73272 -4.16228 -9.17466  -0.16
C -5.03143 -4.46146 -10.90861  -0.31
C -3.74617 -4.59479 -11.67998  -0.51
Cl -2.84527 -3.05486 -11.76014  -0.19
H -5.64101 -3.64596 -11.28362  0.25
H -5.60324 -5.38366 -10.98410  0.21
H -3.96625 -4.89281 -12.70338  0.35
H -3.09004 -5.33502 -11.23001  0.34
Cl 0.58516 4.13043 9.19800  -0.21
C 0.33371 3.38616 7.59525  -0.49
C 1.61099 2.85658 7.00207  0.07
Cl 2.74179 4.16200 6.55109  -0.14
H -0.12079 4.13447 6.95161  0.34
H -0.36721 2.56490 7.73305  0.34
H 1.39140 2.30175 6.09394  -0.17
H 2.12894 2.19457 7.69111  0.24
Cl 1.53275 2.30349 -7.86030  -0.18
C 3.01614 1.99186 -8.80295  -0.41
C 4.16345 2.85049 -8.34224  -0.51
Cl 3.90524 4.57412 -8.71506  -0.15
H 2.78568 2.16836 -9.84980  0.31
H 3.26639 0.94174 -8.66520  0.30
H 5.07689 2.54552 -8.84926  0.36
H 4.31305 2.76122 -7.26903  0.30
Cl -0.02816 9.35134 -1.85316  -0.17
C -1.11697 9.68027 -3.22822  -0.22
C -2.54579 9.84638 -2.78381  -0.43
Cl -3.23692 8.31905 -2.17776  -0.18
H -1.01316 8.85780 -3.93007  0.05
H -0.76679 10.59598 -3.70035  0.36
H -3.15335 10.16103 -3.63015  0.30
H -2.63135 10.58555 -1.99206  0.33
Cl -4.73972 -5.83074 12.52807  -0.19
C -3.38356 -4.80997 11.98207  -0.47
C -2.51730 -5.50817 10.96835  -0.29
Cl -1.61173 -6.86856 11.68602  -0.18
H -2.81008 -4.52367 12.85941  0.31
H -3.81535 -3.91722 11.53380  0.33
H -1.77955 -4.81120 10.57446  0.15
H -3.10586 -5.90163 10.14417  0.34
Cl 1.68289 -9.23002 8.49641  -0.20
C 0.12791 -9.30675 9.36748  -0.09
C 0.04200 -10.50335 10.27611  -0.42
Cl -0.04013 -12.03915 9.37131  -0.20
H -0.66668 -9.31540 8.62622  0.33
H 0.04630 -8.39807 9.95898  -0.04
H -0.86486 -10.43681 10.87458  0.28
H 0.90069 -10.55639 10.93964  0.34
Cl -4.41689 -3.98786 4.24830  -0.20
C -3.34166 -2.69417 3.65479  -0.38
C -3.70556 -2.24283 2.26509  -0.49
Cl -3.37093 -3.49572 1.04549  -0.14
H -2.32186 -3.06806 3.68919  0.26
H -3.43816 -1.85824 4.34525  0.33
H -3.10298 -1.37529 2.00027  0.25
H -4.75721 -1.97943 2.19211  0.37
Cl -7.23814 -4.18729 -13.65212  -0.16
C -8.87493 -4.89161 -13.56489  -0.46
C -9.46003 -4.77765 -12.18169  -0.47
Cl -8.60035 -5.80557 -11.00487  -0.18
H -8.80481 -5.92840 -13.88162  0.31
H -9.49536 -4.34587 -14.27287  0.32
H -10.49723 -5.10658 -12.19670  0.34
H -9.41870 -3.75460 -11.81824  0.32

---

This record from OMol25 describes a molecular structure, C34H74ClFN7O9P2S3. The level of theory is ωB97M-V/def2-TZVPD.

Output
Relative energy (zero: lowest compared OMol25 entry of this formula, charge and spin) ... 1545.3 kJ/mol
Total charge ... +1
Total energy ... -131612.873 eV

Last column: Mulliken charge in e.
CARTESIAN COORDINATES (ANGSTROEM)
C 0.77346 -5.77642 -0.53821  -1.10
C 0.97760 -4.15105 -0.61267  -0.28
C -0.31829 -3.38113 0.11155  0.37
C -0.42566 -1.80156 -0.28209  -0.18
N -1.61197 -1.03642 -0.07553  0.86
C -3.00734 -1.46755 -0.07238  -0.53
C -3.10251 -2.11015 1.43731  -1.19
C -2.08762 -1.52589 2.58148  0.29
C -2.27901 0.02224 3.03202  -0.93
Cl -2.51441 -2.53422 4.13168  -0.17
C -3.57475 -2.47100 -1.26620  -0.70
P -2.36548 -2.95651 -2.65700  0.57
C -2.13306 -4.89904 -2.52516  -1.06
C -2.97926 -2.83656 -4.45115  -0.54
C -2.79792 -1.35703 -5.16798  -0.68
C -5.15864 -2.22735 -1.71908  -0.17
C -5.74391 -3.66245 -2.15092  -0.22
C -5.83745 -4.90981 -1.09863  -0.22
N -5.03259 -6.02482 -1.08515  -0.70
N -5.15853 -1.27756 -2.87955  0.17
C -6.04418 -1.43776 -3.85857  0.05
S -7.31088 -1.81655 -4.98296  -0.09
C -6.03175 -1.36460 -0.57341  0.60
F -6.11576 -2.38897 0.54995  -0.39
C -7.62427 -1.30263 -0.90390  -0.69
S -8.76817 -1.44596 0.62646  -0.15
C -10.10418 -2.73904 0.29071  -0.40
C -9.42813 -4.24287 0.16758  -0.67
N -5.34092 -0.10728 -0.07286  1.69
N -5.56115 -0.06489 1.25703  -0.64
S -6.16125 1.42620 -0.47403  1.35
C -5.18927 2.92976 0.21360  -0.74
O -7.52128 1.61314 0.32055  -0.66
O -6.64300 1.60654 -1.90967  -0.61
C -3.83591 -0.03011 -0.31456  -2.10
P -3.10919 0.99830 -1.72123  1.34
O -2.38808 2.35770 -1.20429  -0.75
O -4.05900 1.52582 -3.04769  -0.55
O -1.75942 0.26818 -2.63356  -0.50
H -0.36984 -6.08171 -0.64011  0.23
H 1.18368 -6.22072 0.49035  0.32
H 1.38784 -6.25067 -1.44315  0.28
H 1.92159 -3.88888 0.06710  0.24
H 1.19503 -3.72466 -1.68061  0.30
H -0.06961 -3.42605 1.27842  0.34
H -1.29332 -4.01116 -0.02987  -0.30
H 0.48468 -1.28192 0.29761  -0.86
H -0.08090 -1.73208 -1.42579  0.09
H -1.39203 -0.09408 0.30820  0.64
H -4.13068 -2.11551 1.96236  0.67
H -2.79605 -3.26452 1.35924  0.37
H -0.95257 -1.74258 2.42132  0.13
H -1.96709 0.82842 2.20874  0.14
H -3.34951 0.26276 3.50106  0.28
H -1.51708 0.21701 3.93116  0.45
H -3.63731 -3.47488 -0.61455  0.56
H -2.48037 -5.26623 -1.43023  0.10
H -1.02068 -5.09460 -2.59426  0.37
H -2.73710 -5.46931 -3.37656  0.43
H -4.05599 -3.18580 -4.69226  0.36
H -2.26212 -3.55745 -5.08254  0.46
H -3.32273 -0.47945 -4.59956  0.01
H -3.24922 -1.42729 -6.25620  0.32
H -1.64518 -1.08259 -5.31331  0.29
H -6.83450 -3.68607 -2.63864  0.50
H -5.04304 -4.09079 -3.01912  0.14
H -6.71488 -4.85953 -0.29250  0.06
H -4.44398 -5.91830 -1.89506  0.28
H -7.99574 -2.26719 -1.50720  0.41
H -8.05114 -0.42843 -1.51691  0.39
H -10.72826 -2.53013 -0.68300  0.31
H -10.84416 -2.74446 1.19828  0.35
H -8.71845 -4.38208 1.10890  0.19
H -8.80630 -4.36641 -0.83494  0.10
H -10.25532 -5.08032 0.18662  0.39
H -6.46719 -0.20831 1.66862  0.32
H -4.84313 -0.06931 1.95045  -0.28
H -4.66350 3.52778 -0.67564  0.36
H -4.39575 2.55296 1.01212  0.19
H -5.87891 3.70476 0.75278  0.39
H -3.42148 0.62546 0.60076  0.27
H -3.56410 2.24290 -3.54606  0.40
H -1.48085 0.92646 -3.35765  0.37
C 7.15958 0.68660 -1.81927  -0.70
O 6.98570 0.28085 -0.46814  -0.39
C 6.83476 1.38764 0.43033  -0.61
C 5.42151 1.39000 1.03198  -0.12
N 4.41901 1.74278 0.02001  -0.32
C 3.03943 1.53388 0.46744  -1.22
C 2.60007 0.07989 0.73716  0.06
O 2.55583 -0.73474 -0.43638  -0.33
C 3.78811 -1.36166 -0.76365  -0.78
H 7.36706 -0.20326 -2.41950  0.26
H 6.24865 1.15352 -2.20211  0.30
H 8.00372 1.37623 -1.91456  0.32
H 7.06862 2.34600 -0.04889  0.22
H 7.55757 1.23673 1.23836  0.32
H 5.37888 2.11586 1.85104  0.48
H 5.22893 0.39374 1.44221  0.14
H 4.57525 1.17521 -0.81070  0.07
H 2.39257 1.93776 -0.31830  0.45
H 2.85527 2.13858 1.36536  0.44
H 1.56908 0.11774 1.10787  0.12
H 3.18425 -0.39960 1.52953  0.33
H 4.38860 -1.59483 0.12056  0.39
H 4.35400 -0.73626 -1.45574  0.18
H 3.56374 -2.29853 -1.28268  0.33
C 10.24701 6.47435 5.29415  -0.72
O 9.02143 7.01364 4.81717  -0.34
C 9.20879 8.01008 3.80374  -0.80
C 8.64805 7.51158 2.46346  -0.18
N 9.47557 6.43037 1.91596  -0.31
C 8.86798 5.75545 0.76601  -0.95
C 7.57461 4.95484 1.02310  -0.31
O 7.76426 3.80641 1.85248  -0.31
C 7.66356 4.06450 3.24600  -0.77
H 10.02374 5.80255 6.12722  0.24
H 10.74461 5.89622 4.51151  0.31
H 10.90930 7.26768 5.65367  0.34
H 10.25801 8.31560 3.71117  0.40
H 8.63499 8.88801 4.11697  0.39
H 8.62248 8.34303 1.75101  0.39
H 7.62216 7.17048 2.63407  0.17
H 9.63734 5.73780 2.64453  0.09
H 9.62016 5.05959 0.38007  0.39
H 8.68500 6.49039 -0.02910  0.42
H 7.23787 4.56603 0.05499  0.37
H 6.75572 5.57982 1.39438  0.32
H 6.96471 4.87479 3.47368  0.37
H 8.64969 4.28332 3.65833  0.19
H 7.30315 3.15359 3.73365  0.33

---

Number 1: frontier orbital gap 8.92 eV. Number 2: frontier orbital gap 9.11 eV. Number 3: frontier orbital gap 5.72 eV.